77
Properties=species:S:1:pos:R:3:forces:R:3 method="wB97M-V/def2-TZVPD" relative_energy_kj_mol=396.6 charge=-1 e_homo_ev="-2.8 / -2.8" lumo_energy_ev="1.249 / 1.248"
Pt -1.743 0.306 -0.815 -1.613 0.351 -1.348
C 0.833 -2.676 -1.694 -0.283 0.021 -0.069
C 1.396 -1.620 -2.640 0.199 -0.051 -0.030
C 1.006 -0.185 -2.317 0.001 0.476 -0.125
Sb 0.997 0.082 -0.138 1.273 0.800 -0.319
C 3.220 -0.046 -0.221 -0.725 -0.313 0.304
C 3.956 0.715 -1.117 -0.277 0.106 -0.253
C 5.340 0.699 -1.100 0.125 0.092 -0.073
C 6.010 -0.102 -0.191 0.150 -0.042 -0.003
C 5.288 -0.892 0.687 0.203 -0.059 0.126
C 3.904 -0.852 0.675 -0.194 -0.169 0.158
C 1.113 2.089 0.659 -0.029 -0.486 -0.163
C 0.152 2.306 1.637 -0.059 -0.268 0.138
C 0.174 3.441 2.421 -0.004 0.101 0.204
C 1.190 4.366 2.253 -0.006 0.086 0.150
C 2.158 4.157 1.289 0.158 0.111 -0.089
C 2.114 3.026 0.489 0.216 0.052 -0.112
Sb -1.275 -2.420 -1.113 0.431 -0.572 0.877
C -0.923 -2.455 1.022 -0.058 -0.119 -0.275
C -1.613 -1.574 1.844 -0.335 -0.083 0.059
C -1.290 -1.475 3.189 -0.006 0.034 0.095
C -0.270 -2.250 3.716 0.063 0.078 0.101
C 0.394 -3.157 2.907 0.193 -0.080 0.056
C 0.060 -3.266 1.568 -0.019 -0.045 -0.041
C -1.547 -4.580 -1.055 -0.286 0.517 -0.318
C -1.990 -5.205 0.099 -0.178 0.176 0.259
C -1.973 -6.584 0.205 -0.005 -0.148 0.039
C -1.534 -7.354 -0.859 -0.018 -0.135 0.049
C -1.152 -6.740 -2.038 0.096 -0.134 -0.152
C -1.165 -5.359 -2.134 0.052 0.133 -0.183
H 1.404 -2.674 -0.763 -0.087 -0.143 0.083
H 0.937 -3.663 -2.147 -0.054 -0.023 0.149
H 1.066 -1.845 -3.661 0.091 0.047 0.013
H 2.490 -1.708 -2.620 -0.070 -0.027 -0.086
H -0.014 -0.003 -2.665 0.192 0.144 -0.022
H 1.673 0.510 -2.827 -0.034 0.092 0.008
H 3.441 1.333 -1.844 0.052 0.033 -0.015
H 5.896 1.317 -1.795 -0.003 -0.006 -0.016
H 7.093 -0.113 -0.170 0.017 -0.017 -0.013
H 5.810 -1.532 1.388 -0.018 -0.006 0.030
H 3.341 -1.460 1.376 0.049 -0.028 0.051
H -0.625 1.561 1.777 -0.055 0.091 0.078
H -0.593 3.603 3.167 -0.073 -0.009 0.018
H 1.234 5.237 2.892 -0.012 0.119 -0.001
H 2.962 4.871 1.163 0.012 0.054 -0.030
H 2.879 2.867 -0.256 0.094 0.076 -0.020
H -2.406 -0.954 1.427 0.151 -0.046 0.126
H -1.819 -0.781 3.828 -0.070 0.065 -0.002
H 0.016 -2.144 4.754 -0.041 -0.018 0.045
H 1.181 -3.775 3.316 0.051 -0.055 0.048
H 0.560 -3.994 0.942 0.123 -0.037 0.015
H -2.331 -4.607 0.935 0.042 -0.074 0.024
H -2.283 -7.058 1.126 -0.057 -0.018 0.041
H -1.489 -8.431 -0.768 -0.033 -0.064 -0.014
H -0.823 -7.335 -2.880 -0.008 -0.025 -0.044
H -0.862 -4.879 -3.057 0.064 -0.066 -0.076
S -2.502 0.280 -3.500 1.466 -1.000 0.535
S -3.951 1.591 -3.553 -0.875 0.982 -0.227
S -5.095 1.389 -1.688 -0.566 0.671 -0.083
S -4.342 -0.110 -0.654 1.328 -0.303 0.572
C -3.435 5.103 1.722 0.041 0.287 -0.050
C -3.673 3.727 1.862 0.070 -0.231 0.067
C -3.070 2.835 1.020 -0.173 -0.178 0.246
C -2.195 3.257 -0.001 -0.146 -0.015 -0.017
C -1.532 2.333 -0.857 -0.268 -0.388 -0.521
C -0.708 2.841 -1.839 -0.152 -0.564 -0.016
C -0.499 4.217 -1.996 0.072 0.326 0.211
C -1.100 5.110 -1.157 0.157 0.060 -0.256
C -1.967 4.654 -0.146 0.025 -0.344 -0.047
C -2.607 5.551 0.734 -0.083 0.176 0.154
H -3.917 5.805 2.391 -0.004 0.027 0.005
H -4.331 3.383 2.649 -0.068 -0.096 -0.011
H -3.256 1.771 1.117 -0.056 0.026 -0.029
H -0.201 2.179 -2.531 -0.147 -0.043 0.031
H 0.162 4.564 -2.781 -0.002 0.005 -0.026
H -0.924 6.173 -1.265 -0.025 0.064 0.006
H -2.427 6.612 0.608 0.024 0.046 0.003